Density functional theory data (ωB97M-V/def2-TZVPD) for C26H60O6S as an isolated structure.

Computed properties:
net charge: 0
strongest force on any atom: 0.23 eV/Å
calculated total energy: -1876.25983 a.u.
frontier orbital gap: 10.999 eV
HOMO energy: -10.79 eV

XYZ file:
```
93
Properties=species:S:1:pos:R:3:mulliken_charge:R:1
H 3.020 -2.243 -7.838 0.291
H 1.769 5.094 -1.590 0.363
S 1.188 1.981 2.823 1.255
C 2.944 2.069 -7.132 -0.498
C 0.701 5.210 -1.385 -0.822
H -2.025 0.202 3.892 -0.092
H -5.547 -3.178 5.013 0.369
H 0.139 -0.701 4.687 0.274
C -1.329 3.932 -0.521 -1.217
H -2.695 -1.828 7.111 0.331
C -4.556 -3.326 4.576 -1.288
H -1.936 -6.262 -0.092 0.280
H 1.840 0.280 -6.688 0.336
O -1.742 3.972 2.908 -0.498
C 3.396 -1.379 -8.390 -1.192
H 2.440 1.114 -5.276 0.298
O 0.332 5.487 3.039 -0.510
H -0.984 3.167 4.643 0.183
H 0.328 -5.865 0.927 0.228
H -4.438 -2.597 3.772 0.277
H -3.580 -3.969 6.381 0.474
C 3.904 -0.139 -6.216 -0.732
C -1.909 -5.789 2.693 -0.693
O 1.412 3.519 2.545 -0.352
H -0.589 -4.026 4.411 0.166
C 4.077 2.945 -6.609 -1.216
C -3.467 -3.180 5.632 0.795
H 2.540 -0.750 -8.642 0.276
H -2.068 -1.542 3.899 -0.527
O 1.740 1.658 4.093 -0.596
C 0.580 4.235 3.513 -0.080
H 0.590 -7.587 1.040 0.405
C -1.180 -7.048 -0.054 -1.212
C -0.720 3.367 3.602 0.291
C -3.286 -0.621 5.422 -0.936
H 3.142 1.794 -8.172 0.359
H -4.422 -1.713 6.879 0.403
H 4.799 0.235 -8.146 0.218
H 4.179 3.852 -7.207 0.367
H -4.535 -4.318 4.123 0.352
H -0.595 4.001 -3.617 0.221
C 2.709 0.813 -6.293 -0.563
H 0.630 5.923 -0.557 0.410
H 3.887 3.246 -5.577 0.235
H -0.565 5.419 -4.636 0.455
C -0.826 -6.846 2.467 -0.918
H -1.020 6.088 -2.346 0.329
H -0.663 -1.583 5.980 0.378
H 5.036 2.426 -6.635 0.371
H 0.941 6.118 3.432 0.363
C -0.186 -6.819 1.080 -0.381
H -3.267 0.286 6.035 0.414
C -0.312 -3.911 3.360 -1.101
H -2.270 -5.877 3.724 0.291
H 0.732 3.520 -0.075 -0.078
C 0.140 3.866 -0.923 0.213
H -0.043 -6.734 3.221 0.328
H 1.111 4.221 4.464 0.401
H -2.491 -3.346 5.168 -0.772
H -2.770 -6.002 2.054 0.394
H -0.677 -7.065 -1.022 0.386
H 5.298 -1.260 -7.396 0.375
H -0.061 -2.862 3.196 0.184
C -3.474 -1.828 6.344 -0.963
C -1.457 -4.349 2.454 -0.150
H -1.169 -4.213 1.407 0.581
H -0.641 0.182 5.997 0.324
C 4.430 -0.618 -7.568 -0.364
C -0.022 4.907 -3.837 -0.504
H 1.298 3.902 -5.237 0.079
C 0.006 5.813 -2.607 -0.920
H -1.676 2.961 -0.160 0.329
H -1.699 -8.001 0.071 0.293
H -1.266 -7.834 2.635 0.429
H 3.614 -1.011 -5.620 0.380
H -2.312 3.292 2.533 0.369
H 0.511 6.749 -2.868 0.398
H -4.160 -0.525 4.771 0.356
H 2.020 2.652 -7.148 0.363
H -2.315 -3.689 2.616 0.000
H 0.595 -4.495 3.194 0.470
C -0.727 -0.694 5.350 -1.301
H 3.823 -1.741 -9.326 0.382
O -0.394 2.108 2.982 -0.272
C -2.027 -0.667 4.555 1.168
H 0.268 3.115 -1.708 0.265
H 4.719 0.341 -5.667 0.323
H 1.953 5.405 -4.585 0.321
C 1.364 4.519 -4.339 -0.801
H -1.968 4.214 -1.361 0.414
O 1.478 1.223 1.670 -0.574
H -1.478 4.664 0.275 0.225
H 1.917 3.948 -3.591 0.318
```

---

Density functional theory data (ωB97M-V/def2-TZVPD) for a 3-piece molecular cluster, C26H62BF9N7O7P2S overall at a distorted geometry.

Computed properties:
net charge: -1
strongest force on any atom: 8.26 eV/Å
calculated total energy: -3942.28339 a.u.
frontier orbital gap: 5.590 eV
HOMO energy: -4.66 eV

XYZ file:
```
115
Properties=species:S:1:pos:R:3:mulliken_charge:R:1
C 3.295 -2.998 1.101 -1.306
H 8.751 -3.442 -0.867 0.408
H 0.388 1.569 4.342 0.401
N 5.064 -4.525 -2.110 0.061
C -0.437 -0.441 4.816 -0.104
H -1.987 -0.861 1.051 0.247
C -1.449 3.022 5.423 -1.167
F -4.886 1.318 3.449 -0.231
H 3.159 -3.184 2.167 0.362
H 2.355 -3.221 0.599 0.443
C -5.607 0.390 4.075 0.333
H 6.850 -2.429 1.328 0.345
H -3.328 -2.623 1.623 0.204
H -1.920 1.065 6.210 0.094
O 3.886 -2.510 -1.406 -0.793
N 4.411 -3.799 0.569 0.265
H -0.608 3.721 5.549 0.348
H -3.574 5.596 -6.761 0.383
H -2.487 6.505 -5.761 0.282
H -0.108 6.628 -5.911 0.359
H -3.267 3.507 -7.415 0.413
H 0.005 3.896 -7.664 0.266
F -7.811 1.513 3.933 -0.325
P 5.108 -3.258 -0.917 0.912
H -2.633 2.134 1.221 0.231
H 0.799 -5.473 1.369 0.179
H 0.976 -1.661 3.901 0.471
C 5.618 -5.857 -1.974 -0.797
H 0.295 1.561 -4.706 0.289
H -2.343 3.399 5.938 0.339
H -1.531 -0.444 4.754 -0.402
H 1.524 1.794 -5.934 0.369
H -0.331 -3.632 0.301 -0.420
C -1.652 1.379 -0.608 -0.374
H 3.402 -5.618 0.132 0.243
N 6.708 -3.762 -0.344 -0.034
H 0.932 0.792 5.893 0.393
C 0.087 0.984 5.215 -0.757
H -3.800 -3.252 3.181 0.663
F -6.735 -0.974 2.251 -0.283
O -2.779 0.556 -0.915 -0.577
H 0.173 5.771 -2.292 0.310
C 0.716 4.078 -6.846 -0.834
F -8.656 0.129 2.424 -0.300
H -3.614 5.370 -5.004 0.333
H 4.753 -3.119 -3.655 0.298
C -3.760 -1.017 2.975 0.932
N 0.305 3.486 -5.586 0.085
F -3.926 -0.688 5.273 -0.315
C 0.124 6.534 -4.847 -1.261
H 5.265 -6.375 -1.088 0.183
H 6.718 -5.871 -1.968 0.251
N -1.962 4.446 -6.012 -0.049
N 0.239 -1.018 3.653 0.069
H -2.286 -2.672 4.949 0.401
C -1.003 -0.601 1.474 -0.893
N -0.826 5.673 -4.174 0.177
H 4.813 -4.789 -4.189 0.365
H 0.081 1.172 2.043 0.634
C 0.493 2.037 -5.667 -1.098
C -3.228 -2.451 2.703 -2.635
H -2.102 2.420 -6.690 0.233
H -0.301 -0.723 0.646 0.681
H -1.061 2.829 0.875 0.432
O -1.697 -3.201 4.392 -0.688
H 1.160 6.194 -4.720 0.314
H -0.186 -1.082 5.683 0.398
C 4.131 -5.197 0.835 -1.191
H -0.165 1.575 -6.416 0.319
B -0.221 -3.747 1.513 1.567
C -0.968 0.896 1.880 1.153
H -3.488 2.961 -5.743 0.386
C -0.629 -1.590 2.636 -0.743
H 7.638 -3.284 -2.210 0.244
H -4.261 -0.663 2.062 0.540
H 7.731 -1.996 -1.006 0.366
H -1.668 2.242 -1.315 0.033
H -1.031 7.043 -2.587 0.324
H 5.292 -6.481 -2.812 0.393
H 1.677 3.657 -7.154 0.387
C -1.715 -2.700 3.041 1.514
H -3.390 0.656 -0.174 0.373
F -5.414 -2.014 4.440 -0.341
H 3.733 -5.320 1.844 0.406
H -2.969 -0.282 3.154 -0.766
S -7.248 0.219 3.162 1.361
H -0.695 0.867 -0.781 0.336
F -5.869 0.912 5.268 -0.313
H 0.893 5.146 -6.778 0.169
C -2.749 3.274 -6.485 -1.081
C -1.012 1.670 6.080 -0.245
H 8.106 -3.679 1.241 0.372
H -1.502 1.057 2.831 -1.128
C 5.249 -4.075 -3.485 -1.117
O 0.296 -2.438 1.954 -0.772
H -1.627 2.890 4.349 0.200
F -6.759 1.229 2.004 -0.311
O -1.457 -3.858 2.305 -0.910
H 5.048 -5.796 0.826 0.395
H -0.666 1.934 7.091 0.491
H 3.498 -1.931 0.999 0.345
H 6.506 -4.111 1.754 0.269
H 0.053 7.556 -4.463 0.433
O 0.864 -4.679 1.915 -0.607
F -7.830 -0.740 4.274 -0.300
O -0.381 3.500 -3.292 -0.790
P -1.026 3.990 -4.582 0.961
C 7.759 -3.082 -1.144 -1.097
C -4.725 -0.899 4.168 0.991
C -0.802 5.985 -2.745 -1.011
C -1.622 1.881 0.848 -1.062
C -2.957 5.531 -5.861 -0.970
H -1.560 5.418 -2.207 0.307
C 7.047 -3.471 1.064 -0.961
H 6.313 -3.957 -3.744 0.320
```

---

Q: Which of these has the highest frontier orbital gap?
A: C26H60O6S

---

Q: Among the records above, which one has the highest frontier orbital gap?
A: C26H60O6S

---

Q: Among the records above, which one has the highest net charge?
A: C26H60O6S